Computed, not measured: a cluster of 10 separate species, C48H92NO12 in total, with ωB97M-V/def2-TZVPD.

Values from the calculation:
LUMO level in Eh: -0.1426
HOMO energy in eV: -10.165
Total charge: +1
E_tot in a.u.: -2841.34502
Kohn-Sham gap in Eh: 0.2309

Element x y z (Å)
H -1.352 0.753 -2.967
C 6.135 2.894 -2.370
H -8.814 -1.507 -3.206
H -7.276 5.231 -6.654
H 7.983 -1.733 6.461
C 6.421 -0.791 5.252
C -10.081 -5.978 -2.597
H 2.789 3.986 -0.808
H -2.215 2.269 -3.262
C 5.972 -1.763 7.358
H -0.217 -0.954 0.878
H 7.086 2.608 -2.807
C -13.264 1.197 1.249
C 5.695 -4.763 4.442
H 6.190 0.196 -2.521
H -7.715 -0.599 -5.163
C -11.149 -4.385 -3.975
H 2.652 -4.624 5.278
C -8.253 -0.584 -3.060
H 5.114 -5.037 2.386
H 11.886 -0.615 5.581
H 6.940 2.712 1.747
H 4.337 -1.452 -2.904
H 11.481 0.298 2.945
H 0.668 0.334 -0.070
O 8.545 2.440 0.470
C 5.680 4.180 -2.457
H 6.110 -1.732 8.437
C 4.118 2.363 -1.114
H -4.558 4.937 -7.998
O 1.833 -0.767 1.259
H 10.116 -0.463 2.116
C -12.243 2.267 0.896
H 3.057 -3.116 -1.576
C -9.119 -4.844 -2.915
H 10.395 2.920 -0.337
C 9.881 2.942 0.624
H -4.732 4.308 -5.258
C -6.186 5.192 -6.581
C 0.727 -0.671 0.382
C 10.557 -0.267 3.093
H 3.842 -1.550 6.914
C 4.765 -0.967 6.891
H 5.715 -3.408 2.723
H -11.862 -0.098 -0.854
C 3.237 -2.110 -1.174
C 3.056 0.063 3.133
H -13.768 1.387 2.196
H 8.580 0.196 3.866
C 9.623 0.498 4.019
C -9.120 0.667 -3.047
H 5.377 -2.075 -1.602
H 6.846 0.086 4.760
C 10.840 -1.522 3.906
O 4.597 -5.330 5.161
C -12.409 -0.063 1.249
O 2.164 -1.218 -1.451
C 0.973 -1.641 -0.779
C -5.896 2.859 -6.352
C 5.333 1.980 -1.689
H -12.683 3.110 0.362
H 9.623 5.068 0.379
C -3.476 -0.302 -1.554
C 7.101 -1.104 6.575
H 7.066 3.865 0.400
H -11.738 2.646 1.791
O -11.261 1.636 0.066
C 8.479 4.241 2.011
H -3.518 -0.072 -3.729
H -5.824 6.195 -6.360
O -7.123 1.137 -4.236
H 9.693 1.581 3.891
C 4.478 -1.472 -1.810
C -5.598 4.619 -7.862
C 3.725 3.663 -1.255
H 11.757 -2.034 3.621
H 2.963 -5.835 4.019
H 3.784 -0.517 2.552
O -9.876 -3.843 -3.603
C -2.191 1.609 -1.174
H 10.010 -2.226 3.804
O 5.037 -0.554 5.544
C -7.296 -0.286 -4.201
H 6.113 -3.952 5.050
H 4.190 5.482 -2.023
H 6.274 4.943 -2.954
H 3.431 1.096 3.139
H 0.123 -1.603 -1.477
H -10.639 -6.371 -4.641
H 3.023 -0.296 4.164
H -1.175 1.721 -0.788
H 6.509 0.411 -0.775
O -5.612 3.197 -7.719
C 1.655 -0.035 2.457
O -2.822 0.485 -0.547
H -6.165 4.901 -8.751
C -11.443 0.217 0.109
H -11.369 -4.121 -5.010
C -8.111 1.750 -3.396
H -9.881 0.599 -3.828
H 10.410 2.280 1.317
H 6.466 -5.521 4.295
C -11.062 -5.887 -3.757
H -12.978 -0.981 1.108
C -2.220 1.352 -2.673
H -8.315 -5.179 -3.579
H -10.600 -5.777 -1.656
O 9.992 0.151 5.354
H -11.863 -0.142 2.192
H 1.303 0.997 2.298
C 5.136 -4.236 3.131
H -6.386 4.147 -4.653
H -9.586 -6.944 -2.513
H 10.627 4.650 1.772
H -4.361 1.193 -2.828
H 8.693 3.772 2.973
H -7.702 -0.664 -2.118
C 10.884 -0.971 5.324
H -5.204 2.087 -6.015
H -11.911 -3.934 -3.331
H -7.607 2.128 -2.500
H 4.624 -0.067 7.499
H 6.480 -1.641 4.562
C 7.638 3.308 1.155
H -12.030 -6.343 -3.551
H 1.099 -2.673 -0.420
H -8.564 2.593 -3.921
C -3.490 0.532 -2.824
N 4.506 4.523 -1.921
H 3.437 -2.103 -0.090
H -2.765 2.505 -0.912
C 5.743 0.517 -1.565
H 7.995 5.198 2.200
H -14.024 1.130 0.466
H -6.324 -0.767 -4.073
C 3.717 -3.857 3.526
C 9.758 4.348 1.191
H 3.024 -3.810 2.686
H 7.404 -0.178 7.069
H 10.573 -1.702 6.071
H -8.670 -4.410 -2.019
C 3.369 -4.952 4.524
H 5.871 -2.809 7.056
H 3.719 -2.882 4.022
C -5.773 4.146 -5.554
O 4.584 -0.189 -1.215
H -2.899 -1.224 -1.691
H -9.621 0.845 -2.097
H -6.910 2.459 -6.305
H -4.478 -0.567 -1.215
H 0.986 -0.558 3.160
H -10.477 -0.271 0.243
H 3.462 1.694 -0.566



Computed, not measured: a structure of composition C48H94O32P6V, with ωB97M-V/def2-TZVPD.

Values from the calculation:
Multiplicity: 3
LUMO level (alpha / beta) in Eh: 0.0552 / 0.0553
HOMO energy (alpha / beta) in eV: -3.774 / -3.775
Total charge: -1
<S²>: 2.0170
E_tot in a.u.: -7285.78434
Kohn-Sham gap (alpha / beta) in Eh: 0.1939 / 0.1940

Element x y z (Å)
C 3.245 -3.668 -0.935
O -0.459 -1.390 0.347
O 3.144 1.801 -2.976
C -0.780 2.210 -2.993
C -3.176 2.929 3.918
H 2.313 2.350 -5.469
C 4.181 3.922 -0.984
H 6.515 -2.555 1.047
O 2.209 1.325 2.023
H 3.386 -2.345 3.156
H -8.321 -2.921 -6.951
C 0.579 0.388 5.329
H -0.049 -4.281 4.509
H -3.428 3.834 3.365
O 2.762 1.001 -0.475
O 3.337 1.670 4.382
H -5.063 1.640 -0.637
C -4.575 2.176 0.177
H -2.824 0.298 4.830
C -8.439 -2.089 -7.645
H 5.871 4.786 4.417
H 2.590 0.625 -5.991
H -5.874 2.447 -8.964
H -3.217 -4.364 -0.669
H -4.567 2.288 -6.209
H 6.612 0.862 -2.628
H 5.233 5.872 -0.828
H -4.856 1.543 1.019
H 5.376 -1.651 -3.610
C -2.890 -0.771 2.903
H 1.965 -5.042 3.342
P -5.194 -0.523 -6.444
H 1.652 0.249 5.458
H 0.651 -5.896 1.262
C -0.110 4.658 -1.516
H -0.649 -1.492 -2.805
P -1.916 1.497 2.077
C 4.138 0.480 4.488
H 1.994 -4.036 1.951
C 3.268 -2.478 -0.277
H -2.985 -0.022 -4.924
O 4.597 -0.963 1.231
H -4.405 -2.213 -0.938
H 0.498 1.275 4.701
H 4.387 0.644 6.613
H -1.509 -4.239 -3.834
H -8.834 -2.487 -8.579
H 0.224 4.545 5.599
H 1.434 -5.914 -0.324
H -2.474 -2.923 -4.025
H -2.971 3.154 -0.768
C -3.813 0.320 -4.302
H -4.351 0.068 -2.335
C 1.027 3.927 3.719
H -2.167 3.838 5.462
C -4.637 -2.804 -0.052
O 4.673 2.605 -1.154
O -1.656 -2.724 -1.625
H 0.126 -0.144 7.347
H -4.050 2.292 3.776
H -2.314 -5.228 4.356
C 4.993 0.492 5.720
O 4.512 2.544 2.352
C -3.500 -3.785 0.210
H 1.836 3.825 5.680
O 1.258 -1.054 2.329
C 5.596 -2.867 0.574
C 2.547 -4.253 2.865
H -1.134 1.310 -3.476
H -9.223 -1.475 -7.200
O 4.798 0.120 -1.997
H 0.154 -3.088 -2.504
O 0.779 3.368 0.159
H -2.868 2.309 5.988
H 6.155 3.613 2.095
H -6.418 -1.762 -8.458
H -1.499 -5.647 0.451
H 4.879 0.374 3.695
C 2.888 -3.082 3.785
H -3.528 -1.567 2.520
H -1.175 0.679 6.719
O -4.833 0.797 -7.363
C 2.850 1.418 -5.291
O 1.730 -2.582 4.434
H 0.391 3.048 3.620
C -0.883 -3.662 4.179
H -7.521 -0.343 -8.481
O -1.294 5.844 -3.141
C 5.246 3.686 2.692
H -4.376 -0.394 4.432
C -0.801 4.792 -2.804
C 6.227 -1.069 -3.257
H -0.972 -2.754 -4.824
C -0.787 -2.565 -2.677
H 3.436 -4.786 2.527
H -5.575 -3.318 -0.261
H 6.126 4.590 -0.090
O -3.142 0.423 2.189
H -1.628 -5.246 2.831
H 0.318 1.617 6.997
O -0.454 -2.796 3.172
H 1.415 0.830 -3.872
H 7.052 -1.158 -3.963
C 2.502 0.897 -3.913
H 6.039 4.735 -1.842
H 3.543 3.948 -0.101
H -3.462 -1.380 -2.895
H 6.616 -1.610 -2.394
H 4.745 4.565 2.287
H 5.771 1.251 5.645
O -1.982 2.231 3.538
H -4.950 3.193 0.290
C 5.647 -4.193 -0.115
C -1.965 -4.538 3.588
C -3.527 -0.293 -2.951
H -3.835 1.409 -4.308
C 4.367 -4.623 -0.896
H 3.555 4.175 -1.839
C -5.323 2.054 -6.959
H 3.929 1.570 -5.265
O 6.591 -4.973 -0.221
H 0.452 4.630 3.117
C -3.065 3.221 5.423
C 0.279 3.427 -1.015
O 2.300 3.725 3.130
O 2.251 -1.751 -0.416
H -4.286 3.152 -8.592
O -0.585 0.985 1.575
C 1.193 4.490 5.103
O 4.350 -5.789 -1.294
O -0.063 -0.672 4.660
H -3.070 -1.454 4.928
O -2.507 -3.037 0.804
H 3.485 -3.505 4.593
C -1.415 -3.156 -3.913
O -1.332 3.541 -4.834
C 0.506 -6.127 0.206
H 5.425 0.738 -3.924
C 5.428 3.819 4.179
O 0.076 0.951 -1.303
C 4.512 -2.040 0.517
C -3.074 2.306 -0.092
P -1.163 -2.682 -0.068
C -3.302 -0.557 4.353
O -0.209 -4.001 0.131
C 5.756 0.290 -2.987
H -5.779 3.870 -7.903
P 0.666 -1.688 3.554
C -1.062 3.492 -3.654
O -6.764 -0.778 -6.634
H -2.767 1.401 -0.617
H 5.546 -0.436 5.872
H -2.902 -4.054 3.311
O -5.061 0.001 -4.877
H 6.092 3.035 4.543
C -5.281 2.946 -8.198
C -7.196 -1.219 -7.921
C -0.670 -5.320 -0.176
H -2.555 0.032 -2.582
P 2.991 2.254 2.891
H -3.922 3.785 5.791
H 0.308 -7.193 0.096
H 1.668 5.471 5.121
H -1.812 -0.880 2.793
O -2.449 2.688 1.129
V 1.145 0.097 0.534
H 0.152 5.544 -0.957
H -4.924 -2.096 0.727
H -0.945 -5.549 -1.206
H 2.345 -3.982 -1.443
H -3.875 -4.589 0.844
H -1.319 -3.125 5.022
H -6.328 2.042 -6.536
O -4.335 -1.691 -6.741
C 5.458 4.810 -0.923
H 2.813 -0.143 -3.820
P 3.752 1.330 -1.547
H 4.474 3.858 4.705
C -0.088 0.666 6.650
H 3.570 -0.450 4.513
C -0.160 2.173 -1.780



Computed, not measured: a structure of composition C48H96O12, with ωB97M-V/def2-TZVPD.

Values from the calculation:
ΔE to the lowest compared entry with this formula, charge and spin in eV: 35.2560
LUMO level in Eh: 0.0158
HOMO energy in eV: -7.968
E_tot in a.u.: -2787.91934
Kohn-Sham gap in Eh: 0.3086

Element x y z (Å)
H -1.972 -3.201 -0.243
H 1.015 -1.101 -4.259
H -4.376 -3.407 2.676
H 4.763 -1.147 2.177
C 1.641 -3.535 -2.180
H 1.075 5.696 -1.844
C -5.726 -2.416 1.263
H 1.162 2.093 -1.019
C -0.765 -0.222 -0.957
H 2.055 -4.436 -2.632
C -0.905 1.640 2.265
H 3.922 1.654 4.239
H 0.374 2.812 -3.493
H -3.541 1.633 -2.770
H -2.976 -5.332 -0.516
H -2.628 -3.673 1.065
H -1.654 -1.696 0.163
C 3.690 2.312 -2.076
O 3.580 -0.584 0.593
H -0.340 3.893 -1.486
C -0.730 -1.646 -0.413
O -0.761 -4.119 -1.708
H -2.799 0.795 -4.189
H -2.738 -1.850 0.776
C -4.286 0.214 -0.587
H -0.834 -0.339 -2.039
H 3.445 2.865 -0.326
H -0.808 -2.388 -1.207
C 4.689 0.982 1.855
C 4.013 -0.404 1.909
H -2.923 3.449 1.945
C 1.953 2.419 5.044
H -4.668 -0.224 -1.509
C 0.674 -2.871 -3.167
H -0.438 2.323 -5.628
H -0.179 -6.396 -0.262
C -1.245 -4.003 -0.370
H 0.739 0.948 2.332
C -1.181 2.233 -4.836
H -0.176 -0.599 -4.791
C -0.181 -0.901 3.748
H -2.263 2.509 -1.861
H 4.447 0.534 -0.840
C -5.465 -3.263 0.054
C 1.825 -1.352 5.000
C -4.389 -2.584 1.962
H -0.003 -2.828 2.735
H -6.029 1.522 -0.434
H 3.230 -0.226 -3.632
O -4.261 2.531 -0.980
C 1.404 1.590 2.910
H -1.848 3.093 -4.898
C -0.777 -5.560 -2.174
C -3.259 -2.799 0.903
H 3.604 -2.664 -1.984
O -0.255 0.808 -3.167
O -4.097 -3.024 -0.302
C 0.492 -0.544 5.035
H -1.609 -7.208 -0.980
H 2.488 0.509 -1.704
H 1.270 6.190 -0.160
C -2.945 0.650 -0.988
C -3.177 1.922 -1.783
H 2.509 -1.973 -0.770
H -1.156 2.653 -2.679
H -2.853 3.027 0.219
H -1.898 -5.747 0.888
C 0.047 -2.425 3.747
C -2.124 0.671 2.211
H 1.871 0.483 -4.341
H 4.258 2.524 0.414
C -1.085 2.467 1.056
H -2.314 1.003 -0.173
H 2.403 3.387 4.824
H 1.830 2.291 6.119
H -2.221 0.586 -5.744
H -0.532 3.402 1.141
H 0.364 -0.395 2.951
H -0.995 2.265 3.153
H 1.127 -3.945 -1.311
H -1.940 -0.147 1.515
O 2.351 0.670 3.502
C 2.945 1.324 4.595
H 0.184 3.142 4.067
C 1.049 -1.414 -3.215
H 1.528 1.896 -2.207
C 2.590 3.477 -0.040
H -1.540 0.419 -0.538
H -0.889 1.873 0.163
H 0.544 0.535 5.176
H 4.166 3.495 -3.907
H 3.148 -0.415 2.573
H -1.549 -5.617 -2.942
C 2.579 -2.347 -1.791
H -4.883 1.833 0.818
H 0.016 1.541 4.662
H 4.420 1.718 -1.525
H -1.218 -0.566 3.764
H 2.154 -0.711 0.662
H -0.009 1.027 2.370
H 3.049 0.556 5.361
O 2.310 -1.307 -2.705
H 3.494 3.296 -1.651
C 0.269 4.099 -0.607
H 5.348 2.301 -3.425
C 1.264 5.333 -0.833
H 0.198 -5.821 -2.587
C 0.738 2.213 4.199
C 3.546 0.590 -0.230
O 1.374 -2.562 4.379
H -5.943 -1.379 1.007
C -1.875 0.896 -4.758
C 0.578 0.306 -0.593
H 1.283 0.165 -1.413
C 4.280 2.516 -3.442
H 4.750 1.434 2.845
O 0.438 -1.792 0.460
H 0.921 2.398 0.718
O -3.113 1.471 1.525
H -0.774 -2.911 4.274
H 2.766 3.830 0.976
H 2.536 0.679 -0.630
C 3.789 1.621 0.805
C -1.071 -6.266 -0.876
H -2.374 0.308 3.208
H -0.129 -1.043 5.778
H 2.591 -0.897 4.371
H -6.610 -2.835 1.743
H -0.305 4.370 0.279
H 2.853 1.934 1.269
C -0.858 -0.102 -4.101
H 2.247 -1.484 5.996
H -0.342 -3.055 -2.818
C 2.754 0.747 -3.758
H -2.425 -0.138 -1.533
C -0.518 2.189 -3.432
H 5.685 0.881 1.425
C -1.965 -5.311 -0.109
H -5.659 -4.335 0.096
O 3.626 1.649 -4.388
H -4.062 -1.751 2.585
C 2.482 1.388 -2.349
C -2.559 2.719 1.222
C -4.959 1.578 -0.239
H -0.369 -3.826 0.255
H 1.702 2.274 2.115
O 2.507 4.597 -0.829
H 0.660 1.350 -0.292
H -1.380 -0.832 -3.482
H 0.405 -0.786 -2.600
C 1.073 -0.587 0.595
H -6.016 -2.872 -0.802
H -4.198 -0.526 0.208
C 1.170 2.855 -0.240
H 0.800 -0.045 1.500
H 0.791 -3.360 -4.134